w.
This record from OMol25 describes a 2-piece molecular cluster, C6H15NO2 overall. The level of theory is the ωB97M-V functional and the def2-TZVPD basis.

```
! RIJCOSX wB97M-V def2-TZVPD def2/J DEFGRID3
* xyz 0 1
C -0.44447 2.10425 -0.26940
C 0.72670 1.12131 -0.14669
O 0.89616 0.81923 1.23627
N 0.50483 -0.11514 -0.90409
C 1.53711 -1.12142 -0.64423
C 0.44377 0.14863 -2.34755
H -0.17075 3.06261 0.18743
H -0.73138 2.30975 -1.30347
H -1.32316 1.74397 0.27620
H 1.64716 1.61718 -0.47804
H 0.49603 1.53760 1.75193
H 2.45711 -0.93924 -1.21008
H 1.14689 -2.10650 -0.92821
H 1.80136 -1.20437 0.41456
H -0.54733 0.51655 -2.63029
H 1.19461 0.88281 -2.66576
H 0.60905 -0.76303 -2.93399
C -1.13667 -1.49466 2.34794
C -1.87111 -1.20257 1.07457
O -2.81411 -0.42282 1.00778
H -0.06130 -1.47484 2.16222
H -1.38405 -0.74102 3.09956
H -1.42134 -2.48573 2.70685
H -1.55513 -1.79256 0.19651
*
```

Calculated values
frontier orbital gap = 9.7 eV
SMILES = C[C@@H](O)N(C)C.CC=O
HOMO level = -8.823 eV

Atom charges from the natural (NBO) analysis, given in e for atoms 1 to 5: C -0.654; C 0.263; O -0.734; N -0.457; C -0.426

***

x.
This record from OMol25 describes a 2-piece molecular cluster, C6H15NO2 overall. The level of theory is the ωB97M-V functional and the def2-TZVPD basis.

```
! RIJCOSX wB97M-V def2-TZVPD def2/J DEFGRID3
* xyz 0 1
C 1.17010 0.69322 -0.93552
C 1.26763 -0.60036 -0.13937
N 1.36728 -0.30335 1.28057
C 0.13436 -1.60278 -0.50235
C -1.27132 -1.08872 -0.21421
O 0.16766 -1.91733 -1.87924
O 0.41633 -2.76412 0.26028
H 0.94985 0.49036 -1.98306
H 2.12055 1.22579 -0.90413
H 0.19005 1.40029 -0.62264
H 2.19705 -1.12208 -0.41001
H 1.40408 -1.16758 1.80982
H 0.55956 0.22537 1.59218
H -1.99565 -1.85444 -0.48879
H -1.38144 -0.86514 0.84382
H -1.47957 -0.20070 -0.80370
H 1.04330 -2.26625 -2.08810
H -0.26869 -3.41960 0.08206
C -0.79784 2.76189 0.31889
C -1.43554 2.36840 1.40792
H 0.36968 2.36128 0.06794
H -1.28972 3.30819 -0.47540
H -0.93476 1.86458 2.22699
H -2.50295 2.47307 1.55604
*
```

Calculated values
frontier orbital gap = 10.0 eV
SMILES = C[C@@H](N)C(C)(O)O.C=C
HOMO level = -9.158 eV

Atom charges from the natural (NBO) analysis, given in e for atoms 1 to 5: C -0.636; C -0.085; N -0.830; C 0.491; C -0.653

***

y.
This record from OMol25 describes a 3-piece molecular cluster, C6H15NO2 overall. The level of theory is the ωB97M-V functional and the def2-TZVPD basis.

```
! RIJCOSX wB97M-V def2-TZVPD def2/J DEFGRID3
* xyz 0 1
C -0.02291 -2.08537 -0.96928
C 0.22970 -0.80802 -1.24303
C 1.48790 -0.12449 -0.83104
O -0.58856 0.03756 -1.94004
C -1.76121 -0.50399 -2.49850
H -0.93088 -2.58721 -1.24122
H 0.70112 -2.66547 -0.42748
H 2.34280 -0.78842 -0.92084
H 1.66044 0.73768 -1.47448
H 1.57625 0.31571 0.23090
H -2.44633 -0.85898 -1.72172
H -1.53072 -1.33021 -3.17831
H -2.23126 0.30435 -3.05641
C 0.29716 2.59164 1.33146
N 1.20072 1.79482 2.13118
O 2.14776 1.31191 1.51968
H 0.81859 3.46307 0.92682
H -0.06443 2.01998 0.47153
H -0.52759 2.90878 1.96130
C -0.46768 -0.73322 2.19300
H 0.25225 -0.65067 1.36966
H -0.97106 -1.68386 2.05461
H 0.03337 -0.72407 3.15325
H -1.20543 0.05848 2.15895
*
```

Calculated values
frontier orbital gap = 8.4 eV
SMILES = C=C(C)OC.CN=O.C
HOMO level = -8.681 eV

Atom charges from the natural (NBO) analysis, given in e for atoms 1 to 5: C -0.559; C 0.334; C -0.694; O -0.511; C -0.253

***

Stability verdict: w, ahead by 1.280 eV

***

w.
This record from OMol25 describes a 2-piece molecular cluster, C6H15NO2 overall. The level of theory is the ωB97M-V functional and the def2-TZVPD basis.

```
! RIJCOSX wB97M-V def2-TZVPD def2/J DEFGRID3
* xyz 0 1
C 1.50189 -0.43175 0.06568
C 1.95226 0.51123 1.17400
C -0.23321 -2.30211 -0.17211
N 0.16207 -1.08679 0.56083
O 1.19389 0.15828 -1.10549
O 2.46458 -1.43746 -0.09450
H 0.12793 0.59443 -0.92926
H 2.51396 -1.59767 -1.04664
H 0.17839 -1.24340 1.56416
H 2.82447 1.05096 0.81040
H 1.16384 1.23058 1.39791
H 2.22816 -0.03571 2.07771
H 0.45128 -3.12043 0.04179
H -1.25040 -2.57432 0.10716
H -0.20801 -2.07260 -1.23543
C -1.40543 2.26509 0.29268
C -1.26343 0.99569 -0.51346
C -2.23992 0.61222 -1.34366
H -0.56368 -0.21662 0.23366
H -0.59304 2.96188 0.05989
H -2.35464 2.78642 0.11828
H -1.33285 2.06542 1.36881
H -3.16602 1.17457 -1.48411
H -2.15212 -0.28790 -1.94829
*
```

Calculated values
frontier orbital gap = 8.8 eV
HOMO level = -8.094 eV

Atom charges from the natural (NBO) analysis, given in e for atoms 1 to 5: C 0.682; C -0.668; C -0.426; N -0.641; O -0.794

***

x.
This record from OMol25 describes a 2-piece molecular cluster, C6H15NO2 overall. The level of theory is the ωB97M-V functional and the def2-TZVPD basis.

```
! RIJCOSX wB97M-V def2-TZVPD def2/J DEFGRID3
* xyz 0 1
C -1.34575 -0.20062 1.73764
C 0.00121 0.04370 0.99918
C 0.24851 -0.88998 -0.14652
O -0.47339 -1.91322 -0.32270
N 1.17733 -0.54642 -1.05651
C 1.45545 -1.31912 -2.26126
C 2.03321 0.66249 -0.98623
C 1.50123 1.84112 -1.92136
H -2.20911 0.20029 1.18042
H -1.33203 0.25624 2.74148
H -1.47413 -1.29047 1.84884
H 0.87586 -0.03846 1.67275
H 0.02095 1.05235 0.54345
H 2.55504 -1.40527 -2.26994
H 1.13245 -0.84266 -3.20215
H 1.02349 -2.33291 -2.21391
H 2.21226 1.14836 -0.00780
H 3.00591 0.28786 -1.35899
H 0.53337 2.16647 -1.50420
H 1.35168 1.55627 -2.97639
H 2.20432 2.69009 -1.88242
O -5.17879 -0.34379 3.59525
H -4.27619 -0.46261 3.22181
H -5.04292 -0.31964 4.56953
*
```

Calculated values
frontier orbital gap = 10.0 eV
SMILES = CCC(=O)N(C)CC.O
HOMO level = -9.223 eV

Atom charges from the natural (NBO) analysis, given in e for atoms 1 to 5: C -0.612; C -0.490; C 0.673; O -0.658; N -0.436

***

y.
This record from OMol25 describes a 2-piece molecular cluster, C6H15NO2 overall. The level of theory is the ωB97M-V functional and the def2-TZVPD basis.

```
! RIJCOSX wB97M-V def2-TZVPD def2/J DEFGRID3
* xyz 0 1
C -1.20131 0.44941 1.00164
C 0.02714 0.83159 -1.02120
C 1.01640 -1.34905 1.38560
C -0.07574 0.46230 -2.46538
C 0.70432 -1.92887 -0.15141
C 1.11894 1.74640 -0.57124
N -2.51474 0.06470 1.38807
O -1.04702 0.56088 -0.30031
O -0.63833 1.37677 1.85359
H -1.33088 1.98639 2.16947
H -2.99499 -0.39727 0.62854
H -2.49528 -0.54944 2.19467
H 1.05390 -0.27520 1.53291
H 2.04902 -1.67396 1.52046
H 0.40562 -1.88996 2.10571
H 1.19124 1.75318 0.51599
H -0.94844 -0.16418 -2.63762
H -0.14672 1.34974 -3.10140
H 0.81777 -0.08422 -2.78510
H 0.88045 -2.99170 0.00649
H -0.33082 -1.86750 -0.47540
H 1.44515 -1.60518 -0.88169
H 2.06774 1.42224 -1.00354
H 0.94659 2.77292 -0.90885
*
```

Calculated values
frontier orbital gap (spin up / spin down) = 7.0 / 7.3 eV
HOMO level (spin up / spin down) = -6.347 / -6.447 eV

Atom charges from the natural (NBO) analysis, given in e for atoms 1 to 5: C 0.612; C 0.308; C -0.612; C -0.667; C -0.611

***

z.
This record from OMol25 describes a 5-piece molecular cluster, C6H15NO2 overall. The level of theory is the ωB97M-V functional and the def2-TZVPD basis.

```
! RIJCOSX wB97M-V def2-TZVPD def2/J DEFGRID3
* xyz 0 1
C 0.92806 1.28477 -0.10159
C 1.22084 -1.82344 -0.29524
C 1.82434 1.71383 -1.21116
C 1.34299 1.07945 1.18743
O 0.71652 -0.90974 -0.99430
H -0.13346 1.32313 -0.30813
H 1.64326 -1.30587 1.11757
H 2.23236 -2.18229 -0.54083
H 0.56140 -2.58378 0.15356
H 1.55487 1.20979 -2.13825
H 0.61149 1.11820 1.98657
H 2.87245 1.51232 -0.98578
H 1.71436 2.79095 -1.37845
H 2.35117 1.37085 1.46570
H 1.59002 -0.42104 1.30418
C -2.15745 -0.59391 1.16482
C -2.89521 -0.30641 -0.13399
N -2.14135 -0.38517 -1.25980
O -4.08631 -0.04361 -0.14531
H -2.60502 -0.23089 -2.14069
H -1.15514 -0.63333 -1.24453
H -2.57000 -1.50261 1.60353
H -1.08265 -0.71064 1.03805
H -2.33757 0.22946 1.85664
*
```

Calculated values
frontier orbital gap = 9.9 eV
HOMO level = -9.407 eV

Atom charges from the natural (NBO) analysis, given in e for atoms 1 to 5: C 0.015; C 0.102; C -0.663; C -0.589; O -0.655

***

Stability verdict: x, ahead by 2.492 eV

***

w.
This record from OMol25 describes one molecule with the formula CH4N2OS. The level of theory is the ωB97M-V functional and the def2-TZVPD basis.

```
! RIJCOSX wB97M-V def2-TZVPD def2/J DEFGRID3
* xyz 0 1
N -0.95999 1.57730 -1.18413
S -0.52919 1.15897 0.46233
C 0.35638 -0.56594 0.10760
N 0.64380 -1.14987 1.26663
O 0.71499 -0.89388 -0.99280
H -1.81846 1.24277 -1.48664
H -0.20600 1.17570 -1.74113
H 1.23009 -1.90835 1.50267
H 0.56838 -0.63668 2.06546
*
```

Calculated values
frontier orbital gap = 9.7 eV
SMILES = NSC(N)=O
HOMO level = -9.069 eV

Atom charges from the natural (NBO) analysis, given in e for atoms 1 to 5: N -0.939; S 0.227; C 0.591; N -0.820; O -0.597

***

x.
This record from OMol25 describes one molecule with the formula CH4N2OS. The level of theory is the ωB97M-V functional and the def2-TZVPD basis.

```
! RIJCOSX wB97M-V def2-TZVPD def2/J DEFGRID3
* xyz 0 1
C -0.22970 0.11028 0.03998
N 0.49989 1.31321 -0.24004
O 1.71675 1.25587 0.33793
S 2.34945 -0.36417 -0.12249
N 0.87863 -1.13027 0.01931
H -0.63855 -0.04259 1.00052
H -1.06574 -0.24853 -0.50905
H 0.58562 1.53253 -1.23937
H 0.63795 -1.62099 0.86857
*
```

Calculated values
frontier orbital gap = 9.2 eV
SMILES = C1NOSN1
HOMO level = -8.413 eV

Atom charges from the natural (NBO) analysis, given in e for atoms 1 to 5: C -0.089; N -0.296; O -0.474; S 0.578; N -0.832

***

Stability verdict: w, ahead by 3.223 eV

***

w.
This record from OMol25 describes one molecule with the formula CH4N2OS. The level of theory is the ωB97M-V functional and the def2-TZVPD basis.

```
! RIJCOSX wB97M-V def2-TZVPD def2/J DEFGRID3
* xyz 0 1
O -2.74642 -0.09088 0.08528
N -1.26184 -0.51673 -0.11174
C -0.59122 0.54521 0.03462
N 0.71319 0.80612 -0.07156
S 1.94629 -0.34748 -0.03334
H -3.30104 -0.97672 -0.29629
H -1.00762 1.58488 0.04683
H 1.28432 1.63416 0.30220
H 1.24287 -1.25248 0.87380
*
```

Calculated values
frontier orbital gap = 9.2 eV
SMILES = O/N=C/NS
HOMO level = -8.721 eV

Atom charges from the natural (NBO) analysis, given in e for atoms 1 to 5: O -0.611; N -0.218; C 0.211; N -0.749; S 0.143

***

x.
This record from OMol25 describes a 2-piece molecular cluster, CH4N2OS overall. The level of theory is the ωB97M-V functional and the def2-TZVPD basis.

```
! RIJCOSX wB97M-V def2-TZVPD def2/J DEFGRID3
* xyz 0 1
C 1.43168 0.16082 1.09804
N 2.43255 0.78351 1.18804
N -0.74578 -1.32154 -0.83874
O -1.35370 -0.36449 -1.55434
S -2.22825 0.97118 -0.82160
H -1.32355 1.59059 -0.03678
H 3.23699 1.13340 1.61015
H -1.41053 -1.98634 -0.43405
H -0.03941 -0.96713 -0.21071
*
```

Calculated values
frontier orbital gap = 9.6 eV
HOMO level = -8.892 eV

Atom charges from the natural (NBO) analysis, given in e for atoms 1 to 5: C 0.287; N -0.714; N -0.504; O -0.486; S 0.194

***

Stability verdict: w, ahead by 0.423 eV

***

w.
This record from OMol25 describes a 2-piece molecular cluster, CH4N2OS overall. The level of theory is the ωB97M-V functional and the def2-TZVPD basis.

```
! RIJCOSX wB97M-V def2-TZVPD def2/J DEFGRID3
* xyz 0 1
C -1.34911 -1.33502 0.52100
N -1.71964 -1.14441 -0.63164
N 1.70058 1.56937 -0.09066
O 1.60368 0.21875 -0.59539
S 1.50167 -1.00639 0.49018
H -1.60954 -1.15809 1.51230
H -2.57295 -0.73567 -0.93640
H 1.41536 2.03932 -0.93688
H 1.02996 1.55215 0.66748
*
```

Calculated values
frontier orbital gap (spin up / spin down) = 7.0 / 8.6 eV
HOMO level (spin up / spin down) = -7.958 / -8.519 eV

Atom charges from the natural (NBO) analysis, given in e for atoms 1 to 5: C 0.169; N -0.624; N -0.499; O -0.527; S 0.242

***

x.
This record from OMol25 describes CH4N2OS as an isolated structure. The level of theory is the ωB97M-V functional and the def2-TZVPD basis.

```
! RIJCOSX wB97M-V def2-TZVPD def2/J DEFGRID3
* xyz 0 1
C 0.56462 0.21779 0.26816
N -0.20928 -1.27318 1.91390
N 0.51294 -0.46208 1.35415
O -0.47211 0.81597 -2.34116
S -0.86200 -0.48456 -1.34160
H 1.55699 0.40219 -0.07126
H -0.15048 0.97267 0.04505
H 0.22829 -1.67322 2.75643
H -1.16898 1.48441 -2.58366
*
```

Calculated values
frontier orbital gap (spin up / spin down) = 7.7 / 7.7 eV
HOMO level (spin up / spin down) = -8.252 / -8.252 eV

Atom charges from the natural (NBO) analysis, given in e for atoms 1 to 5: C -0.247; N -0.304; N -0.139; O -0.891; S 0.270

***

Stability verdict: x, ahead by 1.343 eV

***

w.
This record from OMol25 describes one molecule with the formula CH4N2OS. The level of theory is the ωB97M-V functional and the def2-TZVPD basis.

```
! RIJCOSX wB97M-V def2-TZVPD def2/J DEFGRID3
* xyz 0 1
O 2.19676 -0.34631 0.25047
N 1.26373 0.46566 -0.58754
C 0.05619 -0.40860 -0.50488
N -0.90532 0.30385 0.02410
S -2.56377 -0.18319 -0.06331
H 1.78523 -0.65153 1.09527
H 1.15508 1.36038 0.25069
H 0.05592 -1.42573 -0.94962
H -3.04381 0.88547 0.48481
*
```

Calculated values
frontier orbital gap = 9.7 eV
SMILES = ON/C=N/S
HOMO level = -9.113 eV

Atom charges from the natural (NBO) analysis, given in e for atoms 1 to 5: O -0.623; N -0.288; C 0.185; N -0.586; S 0.176

***

x.
This record from OMol25 describes one molecule with the formula CH4N2OS. The level of theory is the ωB97M-V functional and the def2-TZVPD basis.

```
! RIJCOSX wB97M-V def2-TZVPD def2/J DEFGRID3
* xyz 0 1
N 1.91615 -0.07741 -0.09568
C 1.21817 0.91611 0.40555
S -0.57116 -0.06844 0.71968
N -1.93926 0.60802 -0.29564
O -0.11378 -1.27205 0.05664
H 1.38335 -0.82106 -0.48475
H 2.91292 -0.18830 -0.38738
H -2.42268 -0.24762 -0.31793
H -2.38372 1.15075 0.39952
*
```

Calculated values
frontier orbital gap = 8.9 eV
SMILES = NC#S(N)=O
HOMO level = -8.439 eV

Atom charges from the natural (NBO) analysis, given in e for atoms 1 to 5: N -0.787; C 0.008; S 1.174; N -0.945; O -0.987

***

Stability verdict: x, ahead by 0.131 eV